C3H7N3 | ωB97M-V/def2-TZVPD

Geometry as XYZ:
```
13
Properties=species:S:1:pos:R:3:forces:R:3:lowdin_charge:R:1
N 2.9546 -0.0615 0.0875 -4.4085 -3.0427 -1.5120 0.34
N -0.5672 0.0866 -0.1010 -0.8570 -0.7023 -0.7995 0.17
N -2.8412 -0.1979 0.3276 -0.7212 -1.6266 0.6679 0.26
C 1.6981 -0.2633 -0.1040 0.1137 0.4801 -0.9787 0.06
C -1.8516 0.1737 -0.3914 1.3575 1.6769 -1.5488 -0.07
C 0.5317 0.5937 0.1878 0.0453 0.6975 2.0265 0.02
H 1.3928 -1.0962 -0.7148 0.1982 -0.7921 0.2265 0.16
H -3.7329 -0.4516 -0.0295 -1.1291 0.9190 -1.4993 0.16
H -1.9503 0.6721 -1.4131 -0.5461 -0.7697 1.2959 0.22
H -2.8221 -0.8217 1.1170 1.3172 0.2108 1.0511 0.17
H 3.4008 -0.8957 -0.2596 2.1391 0.4003 0.1809 0.19
H 3.2130 0.7839 0.4524 2.1706 2.4125 1.4571 0.14
H 0.5743 1.4778 0.8410 0.3204 0.1365 -0.5675 0.18
```
Forces are in eV/Å.

Total charge: +2
E_LUMO: -11.04 eV